[1]
Entry from the OMol25 dataset: C25H24Br51F5O3 as an isolated structure at a distorted geometry (ωB97M-V/def2-TZVPD).

Last column: Mulliken charge in e.
Geometry (Å):
C 6.606 0.235 0.519  -0.1199
C 5.775 1.087 0.689  -0.1253
O 4.757 2.003 0.506  -0.3579
C 3.623 1.596 1.230  0.5798
O 3.576 0.617 1.895  -0.3391
O 2.541 2.427 1.142  -0.3248
C 1.823 2.058 -0.057  -0.6653
C 0.272 2.266 0.111  0.2278
C -0.428 1.070 -0.601  -1.0795
C -1.957 1.007 -0.420  0.6636
F -2.403 -0.053 -1.173  -0.3214
F -2.570 2.106 -0.945  -0.1762
C -2.419 0.748 1.057  0.6342
F -1.498 0.017 1.714  -0.2692
F -2.661 1.859 1.746  -0.1014
F -3.542 -0.017 1.011  -0.2233
H 7.277 -0.529 0.135  0.3823
H 1.970 0.969 -0.259  0.4146
H 2.188 2.581 -0.967  0.2574
H 0.077 2.338 1.198  0.3065
H 0.034 3.248 -0.353  -0.2729
H -0.014 0.109 -0.232  0.4246
H -0.227 1.167 -1.689  0.4367
C 6.486 4.477 -2.443  -0.4431
Br 8.401 4.366 -2.200  0.0631
Br 5.547 3.244 -1.278  0.2273
Br 5.841 6.288 -2.238  -0.0514
H 6.279 4.181 -3.465  0.3641
C -7.344 0.210 0.940  0.4392
Br -8.690 -0.855 1.812  0.0207
Br -7.523 0.165 -0.982  -0.0181
Br -7.319 2.017 1.620  -0.0352
H -6.385 -0.234 1.180  -0.4362
C -3.583 5.510 -0.749  -0.2358
Br -1.708 5.189 -0.411  0.0519
Br -4.697 4.383 0.348  0.0681
Br -4.036 7.375 -0.567  0.0037
H -3.773 5.237 -1.780  0.2021
C 12.334 5.871 -2.418  -0.3491
Br 11.147 7.103 -3.312  -0.0266
Br 12.821 6.491 -0.656  -0.0078
Br 11.602 4.081 -2.368  0.0091
H 13.244 5.824 -3.002  0.3725
C -4.386 -0.300 4.287  0.5090
Br -3.731 -2.100 4.531  -0.0162
Br -6.032 0.007 5.250  -0.0432
Br -3.037 1.011 4.726  -0.0661
H -4.610 -0.184 3.233  -0.4556
C -12.020 0.478 -0.436  0.0309
Br -13.369 -0.590 0.443  -0.0091
Br -12.203 0.429 -2.357  -0.0024
Br -11.994 2.291 0.234  0.0147
H -11.059 0.038 -0.196  -0.0222
C -7.065 -4.863 1.996  0.3849
Br -8.937 -4.675 1.554  -0.0301
Br -6.066 -3.256 1.613  0.0622
Br -6.815 -5.439 3.822  0.0427
H -6.666 -5.644 1.359  -0.4825
C -5.738 7.001 -4.810  -0.3087
Br -3.859 6.681 -4.502  -0.0269
Br -6.842 5.879 -3.690  -0.0097
Br -6.185 8.870 -4.617  -0.0054
H -5.943 6.729 -5.838  0.3396
C 4.844 -1.077 5.200  -0.3384
Br 3.629 0.345 5.683  -0.0327
Br 3.965 -2.798 5.193  -0.0193
Br 5.729 -0.717 3.522  0.0159
H 5.609 -1.114 5.964  0.3455
C -1.280 8.614 2.865  -0.3293
Br -2.535 7.200 3.261  -0.0067
Br 0.393 7.920 2.193  -0.0078
Br -2.039 9.929 1.670  -0.0225
H -1.063 9.119 3.798  0.3345
C -9.067 -8.507 4.482  -0.1759
Br -10.886 -9.079 4.791  -0.0394
Br -7.908 -8.967 5.958  -0.0193
Br -8.380 -9.171 2.805  0.0253
H -9.080 -7.426 4.414  0.1919
C -15.104 4.562 -0.520  0.2799
Br -16.455 3.495 0.359  -0.0056
Br -15.288 4.506 -2.442  -0.0078
Br -15.078 6.375 0.146  -0.0159
H -14.143 4.122 -0.282  -0.2639
C -4.363 -8.995 1.948  -0.3367
Br -5.385 -7.664 0.989  0.0326
Br -3.879 -8.391 3.716  -0.0059
Br -5.286 -10.686 1.997  0.0289
H -3.441 -9.146 1.400  0.3452
C 14.476 1.595 -1.610  -0.0283
Br 14.468 0.670 0.085  -0.0154
Br 16.268 1.844 -2.287  -0.0248
Br 13.341 0.725 -2.906  -0.0168
H 14.060 2.581 -1.436  0.0654
C -3.019 -14.071 0.756  -0.2666
Br -2.407 -14.490 2.539  0.0025
Br -2.191 -12.465 0.076  -0.0112
Br -2.790 -15.560 -0.451  -0.0224
H -4.083 -13.876 0.822  0.2755
C 15.718 -0.478 -6.619  -0.3368
Br 17.627 -0.591 -6.358  -0.0075
Br 14.767 -1.707 -5.470  0.0111
Br 15.072 1.331 -6.423  -0.0245
H 15.517 -0.778 -7.639  0.3652
C 14.940 -5.752 -4.620  0.2476
Br 13.210 -6.535 -4.264  -0.0076
Br 16.195 -6.107 -3.196  -0.0025
Br 15.633 -6.299 -6.337  -0.0048
H 14.802 -4.679 -4.662  -0.2460

Calculated values
HOMO, eV: -10.04
Frontier orbital gap, eV: 9.60

[2]
Entry from the OMol25 dataset: a 4-piece molecular cluster, C25H24BrN4O11P overall (ωB97M-V/def2-TZVPD).

Last column: natural (NBO) charge in e.
Geometry (Å):
N -1.021 -2.639 -3.349  -0.8414
C -0.294 -3.891 -3.201  -0.2359
C 0.837 -3.859 -2.169  0.0889
O 1.094 -5.135 -1.607  -0.7125
C 2.153 -3.369 -2.785  -0.4645
C 2.847 -2.315 -2.004  -0.0126
C 3.489 -1.233 -2.454  -0.4690
P 3.607 -0.866 -4.237  1.0774
O 4.345 -2.272 -4.620  -1.0010
Br 5.359 0.508 -4.328  -0.2147
C 3.953 -0.455 -1.281  0.7719
O 4.529 0.590 -1.224  -0.5165
O 3.594 -1.145 -0.150  -0.4931
C 2.928 -2.300 -0.513  0.7554
O 2.536 -3.092 0.288  -0.4846
H -1.621 -2.473 -2.552  0.3721
H -0.407 -1.846 -3.486  0.3480
H 0.101 -4.175 -4.177  0.1864
H -0.997 -4.666 -2.903  0.2010
H 0.532 -3.149 -1.395  0.1613
H 0.351 -5.378 -1.041  0.4756
H 2.822 -4.218 -2.922  0.2718
H 1.940 -2.947 -3.767  0.2188
H 5.144 -2.108 -5.142  0.5152
C -3.066 2.282 -0.242  -0.1785
C -3.034 1.684 1.011  -0.1927
C -3.060 0.304 1.119  -0.2147
C -3.120 -0.450 -0.036  0.0761
C -3.155 0.122 -1.295  -0.2175
C -3.128 1.503 -1.391  -0.2089
N -3.141 -1.918 0.081  0.5245
O -3.153 -2.403 1.193  -0.3701
O -3.146 -2.565 -0.953  -0.4020
H -3.041 3.360 -0.324  0.2217
H -2.983 2.285 1.908  0.2340
H -3.025 -0.169 2.088  0.2567
H -3.209 -0.496 -2.179  0.2485
H -3.156 1.971 -2.365  0.2245
C 4.429 5.454 0.396  -0.1810
C 4.433 6.613 -0.369  -0.2117
C 4.516 6.534 -1.749  -0.2156
C 4.592 5.284 -2.335  0.0832
C 4.594 4.119 -1.596  -0.2126
C 4.511 4.210 -0.216  -0.2059
N 4.668 5.197 -3.806  0.5187
O 4.682 6.243 -4.425  -0.3781
O 4.710 4.094 -4.321  -0.3790
H 4.361 5.521 1.474  0.2191
H 4.371 7.581 0.108  0.2207
H 4.521 7.424 -2.361  0.2485
H 4.657 3.160 -2.082  0.2601
H 4.510 3.306 0.375  0.2315
C -5.991 -2.748 6.299  -0.1766
C -5.572 -1.936 7.345  -0.2077
C -4.740 -0.857 7.097  -0.2119
C -4.347 -0.613 5.795  0.0827
C -4.749 -1.409 4.738  -0.2086
C -5.578 -2.486 5.000  -0.2049
N -3.468 0.540 5.526  0.5247
O -3.097 1.203 6.471  -0.3644
O -3.164 0.758 4.367  -0.4001
H -6.642 -3.589 6.499  0.2213
H -5.892 -2.143 8.357  0.2234
H -4.402 -0.217 7.897  0.2498
H -4.418 -1.197 3.733  0.2477
H -5.900 -3.122 4.187  0.2268

Calculated values
HOMO, eV: -9.32
Frontier orbital gap, eV: 8.20

[3]
Entry from the OMol25 dataset: C25H24Cl6GeN4O3STi as an isolated structure at a distorted geometry (ωB97M-V/def2-TZVPD).

Last column: natural (NBO) charge in e.
Geometry (Å):
Ti 0.136 0.323 0.447  1.6503
O -3.963 0.364 0.031  -0.8977
S -3.003 1.262 0.592  2.3168
O -3.158 2.677 0.483  -0.8938
N -1.526 0.884 -0.197  -0.9738
C -1.480 1.183 -1.604  0.0919
C -2.551 1.479 -2.402  -0.1576
C -2.367 1.777 -3.773  -0.1651
C -1.126 1.805 -4.333  -0.1735
C 0.006 1.546 -3.520  -0.1055
C 1.332 1.664 -3.978  -0.0382
C 2.386 1.491 -3.115  -0.2756
C 2.121 1.160 -1.791  0.1436
N 0.889 1.009 -1.327  -0.5976
C -0.186 1.224 -2.169  0.2159
C -2.730 0.829 2.250  -0.3570
C -2.811 1.854 3.194  -0.1736
C -2.909 1.516 4.532  -0.2108
C -2.920 0.179 4.913  -0.1504
C -2.839 -0.834 3.964  -0.1957
C -2.770 -0.517 2.619  -0.1901
H -3.552 1.491 -1.996  0.2675
H -3.239 1.998 -4.374  0.2489
H -0.986 2.046 -5.379  0.2405
H 1.509 1.925 -5.015  0.2444
H 3.409 1.613 -3.439  0.2538
H 2.928 1.027 -1.084  0.2190
H -2.843 2.884 2.867  0.2579
H -3.012 2.294 5.277  0.2413
H -3.022 -0.078 5.960  0.2383
H -2.880 -1.870 4.271  0.2374
H -2.818 -1.289 1.865  0.2460
Cl -0.118 4.074 6.778  0.0733
C 0.152 3.237 5.293  0.0051
C 0.040 3.923 4.096  -0.2408
C 0.256 3.243 2.911  -0.0647
Cl 0.023 4.056 1.412  0.0925
C 0.598 1.900 2.926  0.2365
O 0.827 1.222 1.755  -0.7511
C 0.639 1.219 4.131  -0.0525
Cl 0.874 -0.500 4.147  0.0776
C 0.437 1.882 5.324  -0.2441
H -0.216 4.973 4.085  0.2652
H 0.493 1.353 6.265  0.2633
Cl 4.250 -0.508 2.909  -0.3778
Ge 2.914 -0.804 1.284  1.0339
Cl 3.308 -2.933 0.861  -0.4878
Cl -0.248 -1.838 0.626  -0.3862
N 1.808 -4.656 -3.446  -0.4951
C 3.035 -4.040 -2.814  -0.2442
C 2.894 -2.523 -2.842  -0.2514
N 1.664 -2.048 -2.208  -0.6287
C 0.496 -2.670 -2.832  -0.2541
C 0.541 -4.188 -2.769  -0.2411
H 1.871 -5.675 -3.423  0.4472
H 1.773 -4.384 -4.432  0.4308
H 3.905 -4.386 -3.369  0.2443
H 3.084 -4.408 -1.790  0.2364
H 2.910 -2.166 -3.876  0.2059
H 3.758 -2.098 -2.333  0.2413
H 1.683 -2.310 -1.223  0.3820
H 0.447 -2.341 -3.875  0.2049
H -0.414 -2.332 -2.338  0.2460
H -0.304 -4.660 -3.265  0.2448
H 0.594 -4.532 -1.736  0.2307

Calculated values
HOMO, eV: -13.68
Frontier orbital gap, eV: 6.82
Charge: +2

Repeat the third record exactly.
Entry from the OMol25 dataset: C25H24Cl6GeN4O3STi as an isolated structure at a distorted geometry (ωB97M-V/def2-TZVPD).

Last column: natural (NBO) charge in e.
Geometry (Å):
Ti 0.136 0.323 0.447  1.6503
O -3.963 0.364 0.031  -0.8977
S -3.003 1.262 0.592  2.3168
O -3.158 2.677 0.483  -0.8938
N -1.526 0.884 -0.197  -0.9738
C -1.480 1.183 -1.604  0.0919
C -2.551 1.479 -2.402  -0.1576
C -2.367 1.777 -3.773  -0.1651
C -1.126 1.805 -4.333  -0.1735
C 0.006 1.546 -3.520  -0.1055
C 1.332 1.664 -3.978  -0.0382
C 2.386 1.491 -3.115  -0.2756
C 2.121 1.160 -1.791  0.1436
N 0.889 1.009 -1.327  -0.5976
C -0.186 1.224 -2.169  0.2159
C -2.730 0.829 2.250  -0.3570
C -2.811 1.854 3.194  -0.1736
C -2.909 1.516 4.532  -0.2108
C -2.920 0.179 4.913  -0.1504
C -2.839 -0.834 3.964  -0.1957
C -2.770 -0.517 2.619  -0.1901
H -3.552 1.491 -1.996  0.2675
H -3.239 1.998 -4.374  0.2489
H -0.986 2.046 -5.379  0.2405
H 1.509 1.925 -5.015  0.2444
H 3.409 1.613 -3.439  0.2538
H 2.928 1.027 -1.084  0.2190
H -2.843 2.884 2.867  0.2579
H -3.012 2.294 5.277  0.2413
H -3.022 -0.078 5.960  0.2383
H -2.880 -1.870 4.271  0.2374
H -2.818 -1.289 1.865  0.2460
Cl -0.118 4.074 6.778  0.0733
C 0.152 3.237 5.293  0.0051
C 0.040 3.923 4.096  -0.2408
C 0.256 3.243 2.911  -0.0647
Cl 0.023 4.056 1.412  0.0925
C 0.598 1.900 2.926  0.2365
O 0.827 1.222 1.755  -0.7511
C 0.639 1.219 4.131  -0.0525
Cl 0.874 -0.500 4.147  0.0776
C 0.437 1.882 5.324  -0.2441
H -0.216 4.973 4.085  0.2652
H 0.493 1.353 6.265  0.2633
Cl 4.250 -0.508 2.909  -0.3778
Ge 2.914 -0.804 1.284  1.0339
Cl 3.308 -2.933 0.861  -0.4878
Cl -0.248 -1.838 0.626  -0.3862
N 1.808 -4.656 -3.446  -0.4951
C 3.035 -4.040 -2.814  -0.2442
C 2.894 -2.523 -2.842  -0.2514
N 1.664 -2.048 -2.208  -0.6287
C 0.496 -2.670 -2.832  -0.2541
C 0.541 -4.188 -2.769  -0.2411
H 1.871 -5.675 -3.423  0.4472
H 1.773 -4.384 -4.432  0.4308
H 3.905 -4.386 -3.369  0.2443
H 3.084 -4.408 -1.790  0.2364
H 2.910 -2.166 -3.876  0.2059
H 3.758 -2.098 -2.333  0.2413
H 1.683 -2.310 -1.223  0.3820
H 0.447 -2.341 -3.875  0.2049
H -0.414 -2.332 -2.338  0.2460
H -0.304 -4.660 -3.265  0.2448
H 0.594 -4.532 -1.736  0.2307

Calculated values
HOMO, eV: -13.68
Frontier orbital gap, eV: 6.82
Charge: +2